(1)
The following is a DFT calculation (ωB97M-V with the def2-TZVPD basis set) of a 2-piece molecular cluster, C10H12O2P overall in a non-equilibrium geometry.

Output
Calculated total energy ... -880.0549 Eh
Lowest unoccupied orbital energy (spin up / spin down) ... 3.407 / 3.407 eV
Charge ... -1
Kohn-Sham gap (spin up / spin down) ... 6.29 / 6.30 eV

```
25
Properties=species:S:1:pos:R:3:nbo_charge:R:1
C -2.65 1.88 0.32 -0.2334
C -2.30 1.71 -0.98 -0.2234
C -2.61 0.83 1.16 -0.2148
C -1.70 0.54 -1.42 -0.1902
C -2.11 -0.38 0.74 -0.1872
C -1.58 -0.53 -0.53 -0.3915
C 2.17 -0.44 1.58 -0.4782
C 1.70 0.77 0.70 -0.4813
C 1.93 -0.63 0.12 -0.2301
C 2.97 -0.88 -0.99 -0.6539
O -0.58 -2.96 0.24 -1.1279
O -0.32 -2.40 -2.24 -1.1151
P -0.46 -1.98 -0.83 2.1555
H -2.87 2.87 0.61 0.1973
H -2.45 2.56 -1.64 0.1957
H -2.88 1.02 2.25 0.1992
H -1.34 0.46 -2.48 0.2273
H -2.16 -1.17 1.35 0.2221
H 3.07 -0.21 2.12 0.1774
H 1.37 -0.77 2.35 0.1996
H 0.72 1.19 0.87 0.1983
H 2.46 1.39 0.39 0.1662
H 3.46 -1.89 -1.01 0.1993
H 3.80 -0.27 -0.76 0.1637
H 2.37 -0.69 -1.95 0.2253
```

***

(2)
The following is a DFT calculation (ωB97M-V with the def2-TZVPD basis set) of a 2-piece molecular cluster, C4H7NO2 overall in a non-equilibrium geometry.

Output
Calculated total energy ... -361.7452 Eh
Lowest unoccupied orbital energy ... 0.566 eV
SMILES ... O=C1CN2C[C@@H]12.O
Kohn-Sham gap ... 10.51 eV

```
14
Properties=species:S:1:pos:R:3:nbo_charge:R:1
O 0.11 -0.31 2.36 -0.5413
C 0.35 0.03 1.22 0.5220
C 0.37 1.41 0.57 -0.3520
N -0.33 0.80 -0.58 -0.3397
C 0.59 -0.06 -1.25 -0.2620
C 0.15 -0.73 -0.02 -0.1456
H -0.24 2.15 1.10 0.2339
H 1.36 1.80 0.34 0.2051
H 1.63 0.24 -1.36 0.1988
H 0.13 -0.48 -2.15 0.2371
H -0.28 -1.73 -0.01 0.2600
O -2.34 -0.85 -0.51 -0.9645
H -2.42 -0.93 0.45 0.4614
H -1.92 0.03 -0.61 0.4866
```

***

(3)
The following is a DFT calculation (ωB97M-V with the def2-TZVPD basis set) of a 3-piece molecular cluster, C2H5FN2 overall in a non-equilibrium geometry.

Output
Calculated total energy ... -288.4234 Eh
Lowest unoccupied orbital energy ... 0.919 eV
SMILES ... [H][H].C=NF.C#N
Kohn-Sham gap ... 12.18 eV

```
10
Properties=species:S:1:pos:R:3:nbo_charge:R:1
H 3.72 -2.57 -0.38 -0.0011
H 3.71 -2.62 -1.14 0.0013
C -1.03 -0.42 0.82 -0.0993
N -2.25 -0.48 0.56 -0.0162
F -2.34 -0.92 -0.83 -0.3094
H -0.19 -0.57 0.11 0.2106
H -0.78 -0.26 1.81 0.2030
C -0.28 2.64 -0.33 0.1157
N 0.08 1.85 0.39 -0.3373
H -0.64 3.36 -1.01 0.2328
```

***

(4)
The following is a DFT calculation (ωB97M-V with the def2-TZVPD basis set) of C53H48BeGe2N4OSb as an isolated structure.

Output
Calculated total energy ... -6751.1313 Eh
Multiplicity ... 2
Lowest unoccupied orbital energy (spin up / spin down) ... -6.058 / -7.211 eV
Charge ... +2
Kohn-Sham gap (spin up / spin down) ... 5.75 / 4.59 eV

```
110
Properties=species:S:1:pos:R:3:mulliken_charge:R:1
Be 0.37 0.05 0.62 -1.2156
C 8.20 10.63 -0.68 -0.8501
O 8.61 9.27 -0.53 -0.4508
C 7.67 8.33 -0.44 0.8875
C 8.13 7.01 -0.33 -0.7257
C 7.24 5.97 -0.22 -0.4951
C 5.86 6.21 -0.22 0.1497
C 5.41 7.52 -0.34 -0.8201
C 6.30 8.58 -0.45 -0.4519
C 4.89 5.14 -0.10 0.3500
N 3.59 5.24 -0.29 -0.8143
C 3.09 4.00 -0.05 0.8854
C 4.09 3.11 0.29 0.1459
N 5.24 3.85 0.25 -0.0585
C 3.84 1.74 0.60 0.4624
C 4.77 0.74 0.93 -0.9206
C 4.33 -0.53 1.19 -1.6024
C 2.96 -0.83 1.15 0.3100
N 2.06 0.10 0.85 0.7084
C 2.49 1.35 0.55 0.4770
C 1.46 2.25 0.17 -0.0298
N 0.21 1.70 0.11 0.5585
C -0.80 2.49 -0.23 -0.0205
C -0.62 3.84 -0.53 -1.4832
C 0.63 4.40 -0.49 -0.6610
C 1.72 3.59 -0.13 0.2606
H 9.12 11.21 -0.75 0.2429
H 7.64 10.96 0.20 0.3528
H 7.61 10.76 -1.58 0.3531
H 9.20 6.84 -0.33 0.4427
H 7.64 4.97 -0.16 0.2454
H 4.34 7.71 -0.35 0.4239
H 5.92 9.59 -0.54 0.4143
H 6.17 3.55 0.48 0.2112
H 5.83 0.96 0.97 0.5192
H 5.02 -1.33 1.43 0.5953
H 2.60 -1.82 1.35 0.3581
H -1.78 2.05 -0.28 0.7504
H -1.49 4.43 -0.80 0.6005
H 0.80 5.44 -0.73 0.6337
C -6.24 -3.12 2.85 -0.6574
C -5.84 -3.37 1.54 -0.6948
C -4.81 -2.63 0.97 -0.4417
C -4.18 -1.64 1.73 0.7347
C -4.58 -1.39 3.04 -0.1583
C -5.61 -2.14 3.60 -0.7797
Sb -2.72 -0.45 0.79 0.4536
C -4.01 0.76 -0.39 1.3830
C -3.67 1.13 -1.69 -0.1013
C -4.55 1.88 -2.45 -1.0833
C -5.77 2.27 -1.92 -0.7011
C -6.12 1.89 -0.63 -0.7895
C -5.25 1.13 0.13 -0.8914
C -2.10 0.83 2.37 1.1023
C -0.79 0.65 2.82 -0.6750
C -0.23 1.45 3.80 -0.4131
C -1.00 2.47 4.35 -0.9448
C -2.30 2.67 3.91 -0.6531
C -2.85 1.86 2.92 -0.7621
H -7.04 -3.70 3.28 0.4096
H -6.34 -4.13 0.96 0.4514
H -4.51 -2.82 -0.05 0.1589
H -4.08 -0.63 3.64 0.4178
H -5.92 -1.95 4.62 0.4485
H -2.72 0.82 -2.12 0.5465
H -4.29 2.16 -3.46 0.5004
H -6.46 2.85 -2.52 0.4212
H -7.08 2.17 -0.22 0.4438
H -5.55 0.80 1.13 0.4265
H -0.20 -0.15 2.37 0.7476
H 0.79 1.30 4.13 0.5575
H -0.59 3.10 5.12 0.4308
H -2.90 3.47 4.34 0.4736
H -3.87 2.04 2.58 0.4524
C -1.61 -3.35 3.19 -1.0692
Ge 0.02 -3.62 2.15 1.2369
C 0.24 -5.53 1.81 -1.2849
C 1.53 -3.05 3.27 -1.3624
Ge -0.12 -2.25 0.06 -1.2137
C -1.64 -2.84 -1.04 0.4642
C -2.24 -2.00 -1.98 0.5783
C -3.26 -2.46 -2.81 -0.6892
C -3.69 -3.77 -2.71 -0.7106
C -3.09 -4.63 -1.79 -0.7963
C -2.08 -4.16 -0.95 -0.6186
C 1.42 -2.62 -1.12 0.8641
C 1.51 -2.03 -2.38 -0.1526
C 2.56 -2.33 -3.23 -0.7967
C 3.54 -3.24 -2.83 -0.6212
C 3.46 -3.83 -1.58 -0.8132
C 2.42 -3.51 -0.72 0.0815
H -1.54 -3.95 4.10 0.5448
H -2.50 -3.66 2.64 0.2771
H -1.73 -2.30 3.49 0.2689
H 0.36 -6.00 2.79 0.5003
H 1.12 -5.76 1.21 0.3740
H -0.63 -5.97 1.33 0.4345
H 1.41 -3.54 4.24 0.5458
H 1.54 -1.97 3.45 0.2832
H 2.49 -3.35 2.86 0.4285
H -1.91 -0.97 -2.08 0.4772
H -3.72 -1.79 -3.53 0.4687
H -4.47 -4.14 -3.35 0.4156
H -3.42 -5.65 -1.71 0.4641
H -1.63 -4.84 -0.24 0.1381
H 0.75 -1.33 -2.71 0.3645
H 2.62 -1.88 -4.21 0.4511
H 4.35 -3.49 -3.50 0.4268
H 4.21 -4.55 -1.28 0.4629
H 2.38 -3.98 0.25 0.0244
```

***

Q: Which of these has the lowest calculated total energy?
A: C53H48BeGe2N4OSb

***

Q: calculated total energy of number 1 (C10H12O2P)?
A: -880.0549 Eh

***

Q: Number 3 is which compound?
A: C2H5FN2

***

Please write out number 3 again, unchanged.
The following is a DFT calculation (ωB97M-V with the def2-TZVPD basis set) of a 3-piece molecular cluster, C2H5FN2 overall in a non-equilibrium geometry.

Output
Calculated total energy ... -288.4234 Eh
Lowest unoccupied orbital energy ... 0.919 eV
SMILES ... [H][H].C=NF.C#N
Kohn-Sham gap ... 12.18 eV

```
10
Properties=species:S:1:pos:R:3:nbo_charge:R:1
H 3.72 -2.57 -0.38 -0.0011
H 3.71 -2.62 -1.14 0.0013
C -1.03 -0.42 0.82 -0.0993
N -2.25 -0.48 0.56 -0.0162
F -2.34 -0.92 -0.83 -0.3094
H -0.19 -0.57 0.11 0.2106
H -0.78 -0.26 1.81 0.2030
C -0.28 2.64 -0.33 0.1157
N 0.08 1.85 0.39 -0.3373
H -0.64 3.36 -1.01 0.2328
```